(1)
Here is a structure of composition C11H28CrGeN4O6S5Se in a non-equilibrium geometry from the Open Molecules 2025 dataset. Energies are from ωB97M-V with the def2-TZVPD basis set.

XYZ file:
```
57
Properties=species:S:1:pos:R:3:nbo_charge:R:1
Cr 0.892 1.395 2.784 1.06
N 0.514 -0.507 1.926 -0.84
C 0.139 -1.452 2.978 -0.18
C 0.438 -2.891 2.617 -0.40
C -0.363 -3.431 1.438 -0.42
C 0.136 -2.990 0.054 -0.21
N 1.577 -3.097 -0.161 -0.67
C 2.339 -1.926 0.103 0.33
N 3.556 -2.159 0.803 -0.88
N 2.472 -1.027 -0.974 -0.86
C 0.842 -1.031 4.292 0.79
O 1.069 -1.879 5.148 -0.70
O 1.106 0.222 4.372 -0.71
H -0.218 -0.385 1.230 0.40
H 1.354 -0.830 1.432 0.40
H -0.927 -1.316 3.182 0.22
H 0.240 -3.484 3.510 0.23
H 1.510 -2.994 2.419 0.20
H -1.414 -3.135 1.537 0.20
H -0.339 -4.526 1.474 0.18
H -0.147 -1.954 -0.147 0.19
H -0.373 -3.601 -0.699 0.17
H 1.994 -3.895 0.300 0.36
H 3.464 -1.978 1.798 0.37
H 4.266 -1.528 0.449 0.38
H 1.678 -1.082 -1.598 0.34
H 2.583 -0.058 -0.642 0.41
S -1.515 1.546 3.116 -0.50
S -1.819 3.168 4.380 -0.10
S -0.043 3.249 5.417 -0.06
S 1.313 3.448 3.886 -0.37
O 2.722 1.175 -0.382 -1.00
S 2.537 1.996 0.814 2.59
O 3.294 3.223 0.799 -0.97
O 1.033 2.280 1.000 -1.00
O 2.783 1.169 2.072 -0.98
C -0.758 -0.579 -3.618 -1.09
Ge -1.959 0.966 -3.610 1.62
C -3.396 0.684 -4.925 -1.09
C -0.966 2.559 -4.142 -1.10
C -2.602 1.140 -1.779 -1.07
Se -1.028 1.506 -0.640 0.33
C -1.616 3.258 -0.057 -0.77
H -0.244 -0.711 -4.570 0.22
H -1.298 -1.497 -3.374 0.22
H -0.010 -0.402 -2.842 0.24
H -2.968 0.586 -5.925 0.22
H -4.083 1.532 -4.928 0.22
H -3.963 -0.221 -4.703 0.22
H -0.521 2.429 -5.131 0.22
H -0.170 2.727 -3.417 0.26
H -1.612 3.438 -4.161 0.22
H -3.069 0.219 -1.429 0.23
H -3.312 1.956 -1.652 0.23
H -1.738 3.906 -0.924 0.19
H -0.835 3.634 0.599 0.27
H -2.544 3.157 0.501 0.22
```

Frontier orbital gap (alpha / beta): 4.7 / 5.5 eV
E_HOMO (alpha / beta): -0.0252 / -0.0567 Ha
Expectation value of S²: 6.045
Net charge: -2
2S+1: 5
LUMO level (alpha / beta): 3.97 / 3.97 eV
ΔE to the lowest compared entry with this formula, charge and spin: 13.6 kcal per mole


(2)
Here is a cluster of 2 separate species, C27H38Cl2NO4Si2 in total in a non-equilibrium geometry from the Open Molecules 2025 dataset. Energies are from ωB97M-V with the def2-TZVPD basis set.

XYZ file:
```
74
Properties=species:S:1:pos:R:3:lowdin_charge:R:1
C -5.314 -1.800 -2.493 -0.06
O -3.998 -2.272 -2.245 -0.04
C -3.071 -1.557 -2.917 -0.48
O -3.354 -0.615 -3.641 0.09
C -1.673 -2.088 -2.688 -0.09
C -0.942 -1.458 -1.520 -0.13
C 0.410 -2.106 -1.414 -0.31
C 0.756 -3.015 -0.478 0.10
N 1.235 -1.627 -2.462 -0.19
O 2.533 -2.166 -2.257 -0.22
Si 2.753 -3.302 -3.559 0.46
C 4.237 -2.625 -4.423 -0.15
C 2.953 -5.019 -2.903 -0.16
C 1.216 -3.166 -4.621 -0.16
O 1.315 -0.248 -2.312 -0.19
Si 2.568 0.755 -1.752 0.43
C 3.539 1.326 -3.224 -0.15
C 1.532 2.143 -1.062 -0.17
C 3.631 -0.083 -0.483 -0.16
H -5.959 -2.429 -1.885 0.09
H -5.413 -0.747 -2.208 0.09
H -5.566 -1.894 -3.556 0.10
H -1.739 -3.173 -2.524 0.14
H -1.091 -1.885 -3.594 0.12
H -0.790 -0.393 -1.722 0.12
H -1.489 -1.631 -0.583 0.13
H 1.775 -3.376 -0.375 0.06
H -0.038 -3.345 0.208 0.07
H 4.380 -3.208 -5.344 0.04
H 4.109 -1.568 -4.690 0.03
H 5.133 -2.722 -3.798 0.04
H 3.039 -5.685 -3.776 0.04
H 3.864 -5.115 -2.300 0.04
H 2.097 -5.347 -2.300 0.04
H 1.378 -3.637 -5.603 0.04
H 0.349 -3.639 -4.138 0.03
H 0.990 -2.095 -4.760 0.04
H 4.259 2.085 -2.877 0.04
H 4.095 0.511 -3.704 0.02
H 2.873 1.790 -3.964 0.04
H 2.177 2.933 -0.646 0.04
H 0.909 2.577 -1.860 0.04
H 0.864 1.775 -0.269 0.02
H 4.292 0.682 -0.037 0.04
H 3.021 -0.523 0.318 0.04
H 4.261 -0.863 -0.932 0.04
Cl -5.990 3.930 -0.732 0.77
C -4.577 3.633 0.180 -0.64
C -3.310 3.824 -0.396 -0.07
C -2.164 3.581 0.349 0.01
C -2.231 3.134 1.701 -0.20
C -1.047 2.897 2.471 0.06
C -1.054 2.599 3.827 -0.06
C 0.093 2.352 4.568 0.06
C 0.091 1.959 5.944 -0.20
C 1.310 1.799 6.663 0.01
C 1.326 1.405 7.998 -0.07
C 0.116 1.156 8.669 -0.65
Cl 0.129 0.666 10.303 0.77
C -1.105 1.309 7.994 -0.07
C -1.117 1.699 6.654 0.01
C -3.533 2.938 2.251 0.01
C -4.683 3.191 1.508 -0.07
H -3.245 4.165 -1.428 0.12
H -1.176 3.741 -0.095 0.12
H -0.089 3.003 1.955 0.13
H -2.015 2.583 4.347 0.10
H 1.066 2.469 4.088 0.14
H 2.249 1.993 6.140 0.13
H 2.263 1.285 8.533 0.12
H -2.034 1.119 8.520 0.12
H -2.075 1.794 6.143 0.11
H -3.639 2.574 3.272 0.11
H -5.666 3.047 1.947 0.12
```

Frontier orbital gap: 4.5 eV
E_HOMO: -0.3782 Ha
Net charge: +1
2S+1: 1
LUMO level: -5.81 eV
ΔE to the lowest compared entry with this formula, charge and spin: 0.0 kcal per mole


Number 2 is which compound?
C27H38Cl2NO4Si2


What is the net charge in the first record?
-2


Among the records above, which one has the highest net charge?
C27H38Cl2NO4Si2


Which of these has the lowest net charge?
C11H28CrGeN4O6S5Se